32
Properties=species:S:1:pos:R:3:forces:R:3:lowdin_charge:R:1 method="wB97M-V/def2-TZVPD" charge=-1 homo_ha=-0.186 e_lumo_ev=3.23 gap_ev=8.31 e_tot_ev=-32124.6777
C 2.63259 0.83406 1.32412 -0.0339 -0.0360 -0.0119 -0.0413
C 3.13550 0.86914 -0.10315 0.0439 -0.2450 0.0109 -0.4096
O 3.76202 2.12590 -0.39619 -0.2345 -0.0436 -0.2745 -0.0514
C 2.04946 0.62551 -1.14497 0.3054 -0.0034 0.0340 -0.2389
O 1.36137 -0.54063 -0.82714 -0.4342 0.1326 -0.1283 -0.0991
B -0.11078 -0.53716 -0.94228 0.4821 -0.5331 0.9534 -1.0799
Cl -0.58725 -0.18214 -2.78392 -0.1967 0.2334 -0.5106 0.4771
C -0.61913 -2.05683 -0.61433 0.6799 0.3028 -0.3474 -0.1517
C -0.16283 -2.61381 0.71816 -0.4490 -0.1377 -0.0387 -0.2239
F 1.15568 -3.10111 0.65421 -0.0313 0.0463 0.0512 -0.0872
C -0.78622 0.58545 0.03682 -0.3522 -0.0351 -0.2543 -0.1468
C -2.25748 0.91017 -0.23437 0.1624 -0.0015 0.4628 -0.1773
C -3.26723 0.13045 0.57068 -0.0384 -0.5929 0.3971 -0.4712
N -4.66489 0.54579 0.39037 0.2357 -0.1204 0.0235 0.0671
O -3.01896 -0.77490 1.33217 -0.1471 0.7032 -0.5130 0.0912
H 1.96918 1.67724 1.51476 -0.0048 0.1023 0.0521 0.0833
H 2.08064 -0.08259 1.51277 -0.0479 -0.1172 -0.0983 0.0780
H 3.47865 0.85457 2.01577 0.0044 0.1558 0.1072 0.0713
H 3.88035 0.07322 -0.22529 -0.0031 -0.0735 0.0160 0.1396
H 4.37497 2.29106 0.31706 0.2522 0.1470 0.2063 0.0662
H 2.55410 0.52237 -2.11235 -0.0507 0.0436 -0.1485 0.1229
H 1.40790 1.50812 -1.22295 -0.0597 0.0705 0.0996 0.1118
H -0.18899 -2.70347 -1.38665 -0.0911 -0.1192 -0.0319 0.0923
H -1.70008 -2.15212 -0.69831 -0.1818 0.0141 0.0936 0.0850
H -0.78594 -3.46362 1.01726 0.0877 -0.0415 0.0656 0.1029
H -0.20333 -1.87776 1.52215 0.1125 0.0767 0.0187 0.0993
H -0.72031 0.21773 1.06438 0.1007 -0.0305 0.0768 0.0900
H -0.23963 1.53023 0.02295 0.1043 0.0164 -0.0955 0.0816
H -2.51430 0.77854 -1.28803 0.0065 -0.0236 -0.1270 0.0784
H -2.46586 1.96265 -0.01173 -0.1190 0.0794 -0.0582 0.1109
H -4.85457 0.50203 -0.60708 -0.0531 -0.0748 -0.0977 0.0682
H -4.69464 1.54192 0.58512 -0.0494 0.1051 0.0670 0.0612

34
Properties=species:S:1:pos:R:3:forces:R:3:lowdin_charge:R:1 method="wB97M-V/def2-TZVPD" charge=0 homo_ha=-0.304 e_lumo_ev=0.27 smiles="CC(=O)OCCP(O)(C[C@H](C)Br)(N=C=O)[PH2]=N" de_lowest_kcal_mol=0.0 gap_ev=8.54 e_tot_ev=-108360.3943
C 3.06768 -1.13034 2.14822 -0.0274 0.4795 -0.8471 0.0281
C 3.53749 -1.72806 0.84165 -0.1762 0.1745 1.0193 -0.5394
O 4.11400 -2.76168 0.80880 0.6826 -0.7829 -0.4081 0.1533
O 3.30499 -1.00156 -0.27946 -0.1587 0.0595 -0.6085 -0.0067
C 1.91226 -0.75104 -0.50894 0.0951 0.0599 0.1061 -0.2259
C 1.55219 0.70396 -0.29394 -0.4519 -0.0110 -0.2948 -0.2396
P -0.27933 0.96341 -0.07423 1.1434 -0.1749 0.3649 0.6670
O -0.24855 -0.05399 1.30671 -0.1966 -0.2250 -0.4660 -0.2660
C -1.37131 -0.23728 -0.94276 -0.5339 0.5816 0.7093 -0.3312
C -2.48782 -0.85907 -0.08572 -0.1056 -0.4321 -1.0160 -0.7291
C -2.45525 -2.37600 -0.15760 -0.4506 0.1716 0.3271 -0.1421
Br -4.22182 -0.27660 -0.84902 0.0833 0.1245 0.1319 0.6896
N -0.80691 2.28601 0.94400 0.2557 -0.6370 -0.3558 -0.0148
C -1.96925 2.27383 1.30039 -1.1879 0.1371 0.3434 -0.3960
O -3.07150 2.25452 1.68589 0.9439 0.2199 -0.2805 0.1754
P -0.41545 2.47748 -1.80706 -1.0260 1.6390 0.0902 0.6206
N -1.35965 3.71029 -1.47295 0.0276 -0.5869 -0.1135 -0.3555
H 3.04322 -0.05907 2.03922 0.0428 0.4442 0.2206 0.0714
H 2.06265 -1.44705 2.36589 -0.4140 -0.2936 0.1891 0.0821
H 3.74523 -1.41138 2.92800 0.2261 -0.2592 0.4049 0.0878
H 1.71233 -1.00011 -1.53937 0.1039 -0.2402 -0.4055 0.1242
H 1.33781 -1.43092 0.10250 -0.3419 -0.0267 0.2498 0.1108
H 2.03445 1.08035 0.59005 0.0429 0.1876 0.5558 0.0826
H 1.95809 1.26952 -1.12020 -0.0018 0.2746 -0.2588 0.0571
H -0.09603 0.46939 2.08938 0.1070 0.1493 0.4648 0.0564
H -1.83645 0.25922 -1.77095 -0.1189 0.3056 -0.4183 0.0057
H -0.75308 -1.00046 -1.38315 0.4912 -0.4050 0.0222 0.0855
H -2.50106 -0.49469 0.91965 -0.0304 0.1108 0.4054 0.0556
H -3.45415 -2.76251 -0.05412 -0.3565 -0.2446 0.2206 0.0489
H -1.85540 -2.81670 0.62533 0.4220 0.0123 0.1920 0.0834
H -2.10809 -2.70226 -1.12007 0.2686 -0.1714 -0.4728 0.0741
H 0.88693 2.95082 -2.11193 0.1746 -0.4906 -0.0706 -0.0368
H -0.86484 1.82220 -2.98000 0.5840 -0.3394 -0.0133 -0.0223
H -2.11336 3.77976 -2.14418 -0.1166 0.1891 0.0120 -0.0544

29
Properties=species:S:1:pos:R:3:forces:R:3:lowdin_charge:R:1 method="wB97M-V/def2-TZVPD" charge=0 homo_ha=-0.277 e_lumo_ev=-0.17 de_lowest_kcal_mol=0.0 gap_ev=7.37 e_tot_ev=-44949.6438
C -2.29458 -1.92462 -0.13906 -0.1841 0.5708 0.2931 -0.0973
C 1.80823 -0.06897 2.06432 0.0873 0.2958 0.6981 -0.0576
C 0.75275 2.18056 2.38393 0.0352 4.4400 0.1179 -0.1043
C -1.28126 -1.17683 -1.03391 -2.6545 -0.3957 0.7271 -0.3174
C -1.76589 0.18907 -1.42875 0.1642 0.1591 0.0585 -0.2881
C -0.61763 1.12808 -1.79551 -1.2112 0.7546 -1.5811 -0.3968
C 0.50780 0.77630 1.92686 1.1518 -0.3143 2.5086 -0.5054
C 1.96490 -1.08746 -1.83901 -2.6522 1.2528 0.6169 -1.2121
O 0.02393 0.81577 0.62430 -2.1285 -0.8457 1.0527 -0.4158
P 0.83048 1.13819 -0.66052 1.8181 -0.5971 -2.8506 1.0316
Cl 2.25582 -0.12368 -3.26669 0.6896 -0.0796 -0.3795 0.4611
Cl 3.30328 -1.81247 -1.04323 0.5250 0.0544 0.0819 0.5091
H -2.00886 -1.59308 0.88041 -0.6987 -0.7667 -0.2119 0.0743
H -3.40987 -1.79862 -0.30071 1.3850 0.3006 -0.0770 0.0918
H -2.07131 -2.95700 -0.36488 -0.1457 -0.5983 0.8641 0.0587
H 1.84447 -0.92808 1.41865 -0.1694 -0.2510 -0.5735 0.0384
H 2.70845 0.54248 1.89746 -0.3803 -0.0620 -0.3390 0.0842
H 1.97435 -0.48453 3.06990 -0.5111 0.3346 -0.0745 0.0855
H 1.55252 2.41646 3.20356 -1.7297 -0.9099 -1.2950 0.1182
H -0.23415 2.76589 2.58314 1.4511 -1.3482 0.4155 0.1048
H 1.05017 2.85652 1.51505 0.3660 -1.1565 0.7336 0.0669
H -1.23742 -1.79722 -1.89172 0.7757 -0.3395 -1.1743 0.0929
H -0.37877 -1.18887 -0.48193 0.9658 -0.0182 0.1236 0.0462
H -2.31538 0.00407 -2.35098 -0.4594 0.4591 0.0338 0.1106
H -2.45189 0.67098 -0.69700 0.5223 -0.4912 -0.2648 0.1187
H -0.20320 0.75081 -2.76846 -0.1995 0.6845 0.6813 0.0399
H -1.20938 2.11839 -2.01616 1.9866 -1.1872 0.4941 0.1208
H -0.31239 0.45063 2.61783 0.6008 -0.6010 -1.0466 0.1507
H 1.21487 -1.86278 -2.10689 0.5999 0.6560 0.3669 -0.0097

47
Properties=species:S:1:pos:R:3:forces:R:3:lowdin_charge:R:1 method="wB97M-V/def2-TZVPD" charge=+3 homo_ha=-0.638 e_lumo_ev=-15.71 gap_ev=1.64 e_tot_ev=-134392.0481
Hf 3.03292 -2.69850 -1.93022 -4.6379 2.1411 6.8492 2.1817
C 0.14454 0.37130 0.07125 1.1068 -0.0625 -1.4739 -0.0829
C 0.62570 -1.04044 0.41296 -2.3234 0.1984 0.4301 -0.3303
O 1.61641 -1.64977 -0.33331 4.8248 -2.1234 -4.6811 -0.3409
H 1.03100 0.99023 -0.06743 -0.0244 0.3640 0.3830 0.0548
H -0.55299 0.81475 0.78183 0.2680 -0.3722 0.1873 0.0234
H -0.32495 0.37458 -0.91244 -0.2205 -0.0968 -0.0255 0.0550
H -0.22343 -1.69185 0.20624 -0.5282 -0.2327 0.2758 0.0796
H 0.75919 -1.08625 1.49379 0.8507 -0.3587 0.0662 0.1410
C 0.47533 3.77777 2.78334 -0.0678 0.5219 1.0837 -2.0095
Cl -0.09586 3.76733 4.50168 0.8790 0.1432 -0.8563 0.6255
Cl 1.21317 5.29653 2.27534 -0.0638 -0.0918 0.3889 0.6731
Cl 1.61073 2.46757 2.46386 -0.0136 -0.1455 0.2199 0.5464
Cl -0.98606 3.60843 1.87753 -0.7570 -0.2517 -0.8743 0.6408
C -4.25039 -0.37125 1.27967 -0.3071 -0.0295 1.4780 -1.9926
Cl -5.06863 -1.09602 2.71186 0.2374 0.2909 -0.7652 0.5898
Cl -3.20658 -1.57700 0.54794 0.0659 -0.7607 -0.3683 0.5616
Cl -5.45421 0.21164 0.16231 0.3527 0.0508 0.1136 0.6833
Cl -3.13387 0.87894 1.89743 -0.4274 0.3350 -0.2359 0.5159
C -0.77238 -4.68558 0.32337 0.5998 -0.6244 -0.7818 0.1084
N 0.29767 -5.29355 -0.55814 -0.0719 -1.6103 -0.0206 -0.3688
O 0.32714 -6.47441 -0.78653 0.1444 2.2205 0.2821 0.2191
O 1.11885 -4.44875 -0.99140 1.6611 1.1445 -1.0709 -0.1648
H -1.04699 -3.75670 -0.17650 -0.4279 -0.3817 -0.0313 0.0723
H -0.27356 -4.40952 1.25239 -0.2066 -0.4572 0.1539 0.1247
H -1.48743 -5.50814 0.33651 -0.4050 0.6242 0.6029 0.1274
C -2.45917 -0.33452 -2.46513 -0.5472 -0.1508 -0.3761 0.0066
N -3.62390 -0.79717 -3.30728 -0.4580 -0.6869 1.4739 -0.4072
O -4.66540 -0.93413 -2.65380 0.6577 0.3608 -0.9848 0.0646
O -3.43901 -1.18948 -4.42539 -0.0454 0.3524 -0.1134 0.1437
H -2.83746 0.40900 -1.76359 0.1537 0.0730 -0.2527 0.0832
H -1.65526 -0.00591 -3.12381 -0.1400 -0.0028 0.1132 0.0978
H -2.23884 -1.24136 -1.90193 0.3581 0.1895 -0.1129 0.0435
C 0.40279 3.94232 -1.94898 -0.3923 -0.2935 0.0517 0.0561
N -0.18703 5.04644 -1.19764 0.7292 2.2231 1.3779 -0.4235
O 0.53914 5.96563 -0.83111 0.1209 -0.4909 -0.4891 0.1021
O -1.34505 4.99646 -0.84145 -0.5366 -0.6430 -0.3037 0.0847
H 0.71606 4.26475 -2.94197 -0.3350 0.0696 0.0557 0.1203
H -0.44824 3.26238 -1.91004 0.6433 -0.6191 -0.5815 0.0966
H 1.29292 3.65238 -1.39067 -0.1988 -0.2254 -0.0102 0.1035
C 4.78222 -0.12260 2.00605 -2.4545 0.5272 1.2721 0.0575
N 5.27308 -1.09262 1.07856 6.8852 -0.5183 0.2937 -0.3858
O 6.49335 -1.41637 1.09565 -4.4592 0.6468 -0.0390 0.1694
O 4.48397 -1.40604 0.20525 -1.9038 -1.4043 -2.2518 -0.1122
H 3.94327 -0.58924 2.52231 0.0667 -0.5394 0.2512 0.1182
H 4.19024 0.53549 1.36999 0.7074 0.7857 0.1705 0.1076
H 5.40700 0.28330 2.80166 0.6405 -0.0892 -0.8740 0.1393

32
Properties=species:S:1:pos:R:3:forces:R:3:lowdin_spin:R:1 method="wB97M-V/def2-TZVPD" multiplicity=5 charge=+3 homo_ha="-0.743 / -0.770" e_lumo_ev="-11.75 / -14.73" de_lowest_kcal_mol=2.7 gap_ev="8.46 / 6.22" e_tot_ev=-64456.7239
Co -0.07614 -0.10241 -0.04841 0.1128 0.1950 0.0663 2.7601
N 0.37431 0.27346 -2.04085 -0.0222 0.0365 -0.1191 0.0503
C -0.77243 -0.24457 -2.85785 0.0428 0.0070 -0.0167 0.0019
C -1.15283 -1.61796 -2.34143 -0.0042 0.0203 -0.0089 0.0025
N -1.34029 -1.60484 -0.85917 -0.0840 -0.1584 -0.0477 0.0563
C -2.73425 -1.33633 -0.39401 -0.0023 0.0268 -0.0075 0.0026
C -2.96461 0.14728 -0.18687 -0.0045 0.0128 0.0455 0.0018
N -1.85831 0.68782 0.67065 -0.1092 0.0565 -0.0095 0.0501
H 0.52432 1.25319 -2.28147 0.0018 -0.0244 0.0261 0.0046
H 1.22599 -0.19475 -2.35481 -0.0226 0.0043 0.0464 0.0045
H -0.49722 -0.29521 -3.91170 -0.0431 -0.0176 0.0242 0.0004
H -1.58823 0.47073 -2.76548 0.0012 -0.0317 -0.0233 0.0001
H -0.35136 -2.32663 -2.56062 -0.0053 0.0146 -0.0075 0.0000
H -2.05021 -1.98449 -2.84296 0.0149 0.0295 -0.0069 0.0009
H -1.12496 -2.54829 -0.54801 0.0424 0.0520 0.0292 0.0026
H -2.86675 -1.86350 0.55319 -0.0095 0.0119 -0.0066 0.0000
H -3.46328 -1.74682 -1.09474 -0.0015 0.0303 0.0106 0.0010
H -3.93210 0.32209 0.28466 0.0130 -0.0277 -0.0428 0.0004
H -2.95168 0.70064 -1.12459 -0.0259 -0.0274 0.0122 0.0001
H -2.04943 0.42639 1.63929 0.0385 -0.0082 -0.0321 0.0045
H -1.91891 1.70596 0.66998 0.0218 -0.0273 0.0038 0.0046
S 1.44887 -1.77065 1.46399 0.0894 -0.0252 0.0773 0.7385
C 2.16671 -0.24187 1.81689 0.0455 -0.1702 0.0631 0.0419
N 3.22163 -0.15847 2.66959 -0.0615 0.0558 -0.0587 0.0532
C 3.80147 1.01125 2.96452 -0.0065 -0.0462 0.0021 0.0162
C 3.29960 2.16278 2.37489 0.0617 0.0173 0.0483 0.1017
C 2.22218 2.03547 1.51070 -0.1037 -0.0096 -0.0830 -0.0158
N 1.66233 0.84257 1.23548 -0.0112 -0.0799 0.0029 0.1127
H 3.57580 -1.01848 3.09317 0.0038 0.0036 0.0026 0.0001
H 4.63831 0.99055 3.65432 0.0091 0.0340 0.0021 0.0000
H 3.74351 3.12629 2.59029 -0.0072 0.0139 -0.0081 0.0040
H 1.78795 2.89878 1.02137 0.0255 0.0318 0.0156 -0.0017

38
Properties=species:S:1:pos:R:3:forces:R:3:lowdin_spin:R:1 method="wB97M-V/def2-TZVPD" multiplicity=5 charge=0 homo_ha="-0.322 / -0.346" e_lumo_ev="-0.02 / -1.78" de_lowest_kcal_mol=48.9 gap_ev="8.76 / 7.63" e_tot_ev=-77833.6614
Cr -0.55605 -0.51160 0.42824 -0.1978 -0.7825 -0.5421 2.9367
C 2.06865 -0.07691 -0.96821 -0.0111 -0.0414 -0.0230 0.0020
C 1.81667 1.12146 -0.05494 -0.0558 0.0342 0.0085 0.0021
N 0.37081 1.35032 0.17801 0.0704 0.1601 0.2049 -0.0006
C -0.32029 2.23283 -0.78763 -0.0039 -0.0160 0.0050 0.0029
C -0.45543 1.63142 -2.17963 -0.0167 0.0554 0.0225 0.0010
S -1.25500 -0.00407 -2.12159 -0.0291 -0.0116 0.1250 0.0202
C -0.02537 -1.10974 -2.88326 0.0295 -0.0158 0.0401 0.0020
C 0.75594 -1.95913 -1.87856 -0.0350 0.0095 -0.0072 0.0016
N 1.13379 -1.18755 -0.68467 0.0936 0.2008 -0.0105 -0.0082
H 3.10666 -0.39910 -0.85791 -0.0085 -0.0043 -0.0036 -0.0004
H 1.94299 0.21311 -2.00866 0.0030 -0.0102 0.0082 0.0001
H 2.28842 2.01463 -0.47649 -0.0010 -0.0034 0.0025 0.0000
H 2.26725 0.93755 0.91929 -0.0074 0.0098 -0.0009 -0.0004
H 0.27323 1.77553 1.09831 -0.0128 -0.0440 0.0114 0.0036
H 0.20119 3.19384 -0.85396 -0.0107 0.0026 -0.0200 -0.0005
H -1.31892 2.40694 -0.38510 -0.0015 0.0039 0.0079 0.0008
H 0.50064 1.55332 -2.69523 -0.0080 -0.0216 0.0073 0.0001
H -1.08855 2.28996 -2.77263 0.0046 0.0012 -0.0077 0.0001
H 0.62202 -0.50821 -3.52101 -0.0106 0.0162 0.0077 0.0001
H -0.58202 -1.77257 -3.54373 0.0053 -0.0008 -0.0018 0.0001
H 1.64042 -2.37694 -2.37169 -0.0051 0.0078 -0.0101 -0.0006
H 0.12849 -2.77722 -1.53293 -0.0036 0.0048 0.0169 0.0000
H 1.54309 -1.80859 0.01510 -0.0236 -0.0248 -0.0029 0.0025
F -3.41156 1.04695 -0.39098 -0.1194 -0.1607 0.0231 0.1078
Te -3.63132 -0.53166 0.78251 -0.1795 0.1716 -0.0414 0.2657
F -4.07191 -1.88919 2.03403 0.0109 0.0159 -0.0162 0.0982
F -5.22194 -1.02505 -0.22734 0.0727 0.1399 0.0845 0.2149
F -1.50777 -2.09121 -0.04288 0.3853 0.1054 0.2785 0.0957
F -4.67725 0.60167 1.80839 0.0637 -0.0734 -0.0178 0.0017
O -2.01737 -0.07727 1.63267 0.0200 0.3984 -0.2151 0.3007
C 1.50913 0.03048 4.09470 -0.0167 -0.0041 -0.0096 -0.0041
O 0.65706 0.20673 2.95085 0.0051 -0.0073 0.0058 -0.0044
C 0.69743 -0.78057 2.02489 -0.0448 -0.1628 0.0868 -0.0426
O 1.47855 -1.70588 2.13144 0.0364 0.0494 -0.0230 0.0023
H 1.32471 0.88655 4.73624 0.0003 0.0016 0.0011 -0.0003
H 2.55593 -0.00725 3.79360 -0.0015 -0.0029 0.0018 -0.0003
H 1.25768 -0.89357 4.61078 0.0037 -0.0010 0.0031 -0.0005